1.
Be3F7N2O8S4 as an isolated structure. Source: the Open Molecules 2025 dataset; level of theory: ωB97M-V with the def2-TZVPD basis set.

Structure (ORCA input):
```
! wB97M-V def2-TZVPD RIJCOSX def2/J DEFGRID3
* xyz 1 1
Be 1.260 1.301 0.312
Be -0.399 1.529 2.810
Be -0.843 -0.958 1.427
F 0.358 0.416 1.546
F 0.672 2.442 1.669
F -1.618 0.523 2.193
N 0.180 -1.514 0.680
S 1.625 -1.265 0.698
O 1.893 0.097 0.343
O 2.541 -2.414 0.388
F 1.802 -1.184 2.326
S 0.146 -2.104 -0.939
O 0.095 -3.572 -1.111
O 0.771 -1.270 -1.939
F -1.388 -1.789 -1.338
N 0.147 1.365 -0.458
S -1.261 1.166 -0.070
O -1.675 -0.180 0.467
O -2.403 1.975 -0.551
F -1.051 1.874 1.311
S -0.356 1.037 -2.034
O -0.389 2.213 -2.792
O -1.241 -0.080 -2.407
F 1.137 0.391 -2.532
*
```

Results
Kohn-Sham gap	0.3228	Ha
LUMO	-6.45	eV
electronic energy	-3046.71331	hartree

Results of the Löwdin charge analysis, in e, for atoms 1 through 8: atom 1 (Be): 0.276, atom 2 (Be): 0.887, atom 3 (Be): 0.398, atom 4 (F): -0.375, atom 5 (F): -0.220, atom 6 (F): -0.262, atom 7 (N): -0.292, atom 8 (S): 0.739

2.
A 6-piece molecular cluster, CH16N2O5 overall. Source: the Open Molecules 2025 dataset; level of theory: ωB97M-V with the def2-TZVPD basis set.

Structure (ORCA input):
```
! wB97M-V def2-TZVPD RIJCOSX def2/J DEFGRID3
* xyz 0 1
N 0.380 -2.038 -3.407
C 1.400 -1.066 -2.990
N 1.488 -0.818 -1.534
H -0.275 -1.761 -4.165
H -0.139 -2.138 -2.543
H 2.461 -1.533 -3.216
H 1.489 -0.075 -3.526
H 0.741 -0.218 -1.185
H 1.187 -1.630 -0.941
O 2.843 1.877 1.371
H 2.939 0.974 1.139
H 2.433 2.350 0.732
O -1.565 -3.682 3.267
H -1.257 -4.178 2.507
H -2.592 -3.789 3.233
O -4.053 2.399 0.490
H -3.540 1.778 0.091
H -3.290 2.769 0.973
O -0.442 -2.255 0.748
H 0.101 -2.873 1.196
H -0.673 -1.647 1.423
O 0.029 6.223 2.192
H -0.597 5.453 2.264
H 0.933 5.877 1.883
*
```

Results
Kohn-Sham gap	0.3389	Ha
LUMO	-0.18	eV
energy relative to the best compared isomer or geometry (same formula, charge and spin)	2.685	eV
electronic energy	-533.32540	hartree
SMILES	NCN.O.O.O.O.O

Results of the Löwdin charge analysis, in e, for atoms 1 through 8: atom 1 (N): -0.020, atom 2 (C): -0.387, atom 3 (N): -0.043, atom 4 (H): 0.074, atom 5 (H): 0.040, atom 6 (H): 0.115, atom 7 (H): 0.109, atom 8 (H): 0.047

3.
A 2-piece molecular cluster, C35H17BF15N overall. Source: the Open Molecules 2025 dataset; level of theory: ωB97M-V with the def2-TZVPD basis set.

Structure (ORCA input):
```
! wB97M-V def2-TZVPD RIJCOSX def2/J DEFGRID3
* xyz 0 1
F -0.721 -4.285 -6.151
C -0.163 -3.651 -5.098
C 0.875 -4.253 -4.379
F 1.202 -5.543 -4.610
C 1.617 -3.484 -3.495
F 2.423 -4.147 -2.628
C 1.467 -2.089 -3.396
B 2.474 -1.164 -2.641
C 3.266 -1.621 -1.348
C 2.648 -2.151 -0.199
F 1.293 -2.189 -0.127
C 3.345 -2.519 0.952
F 2.710 -3.052 2.018
C 4.725 -2.344 0.987
F 5.415 -2.754 2.064
C 5.369 -1.747 -0.097
F 6.702 -1.555 -0.052
C 4.635 -1.352 -1.210
F 5.261 -0.618 -2.166
C 2.249 0.398 -2.682
C 1.907 1.137 -1.531
F 1.489 0.486 -0.406
C 1.798 2.522 -1.500
F 1.537 3.183 -0.352
C 1.988 3.215 -2.691
F 2.048 4.559 -2.665
C 2.140 2.519 -3.891
F 2.216 3.190 -5.061
C 2.232 1.135 -3.879
F 2.222 0.496 -5.080
C 0.231 -1.625 -3.902
F -0.319 -0.488 -3.398
C -0.568 -2.358 -4.770
F -1.660 -1.816 -5.358
C 0.704 -0.885 6.491
C 0.174 -0.823 5.089
C 0.302 0.389 4.403
C -0.303 0.568 3.166
C -1.071 -0.459 2.601
C -1.547 -0.307 1.166
C -2.556 0.675 0.696
C -2.713 1.021 -0.658
N -3.527 2.118 -0.745
C -3.895 2.755 -1.990
C -3.910 2.521 0.536
C -4.615 3.648 0.919
C -4.796 3.845 2.301
C -4.242 2.954 3.242
C -3.504 1.843 2.826
C -3.308 1.628 1.466
C -1.159 -1.689 3.260
C -0.534 -1.871 4.488
H 0.786 -1.911 6.867
H 1.693 -0.405 6.565
H 0.028 -0.314 7.153
H 0.876 1.188 4.883
H -0.156 1.519 2.651
H -1.849 -1.285 0.762
H -0.664 0.004 0.675
H -2.263 0.546 -1.534
H -4.263 3.766 -1.795
H -3.010 2.803 -2.634
H -4.676 2.186 -2.516
H -5.000 4.322 0.156
H -5.393 4.683 2.666
H -4.359 3.134 4.313
H -3.055 1.145 3.526
H -1.698 -2.501 2.771
H -0.547 -2.845 4.976
*
```

Results
Kohn-Sham gap	0.1933	Ha
LUMO	-2.11	eV
energy relative to the best compared isomer or geometry (same formula, charge and spin)	0.642	eV
electronic energy	-2921.42755	hartree
SMILES	Fc1c(F)c(F)c(B(c2c(F)c(F)c(F)c(F)c2F)c2c(F)c(F)c(F)c(F)c2F)c(F)c1F.Cc1ccc(Cc2cn(C)c3ccccc23)cc1

Results of the Löwdin charge analysis, in e, for atoms 1 through 8: atom 1 (F): 0.131, atom 2 (C): -0.090, atom 3 (C): -0.114, atom 4 (F): 0.117, atom 5 (C): -0.127, atom 6 (F): 0.118, atom 7 (C): 0.050, atom 8 (B): -0.053

4.
An isolated ion of composition Cl3H2NP and charge +1. Source: the Open Molecules 2025 dataset; level of theory: ωB97M-V with the def2-TZVPD basis set.

Structure (ORCA input):
```
! wB97M-V def2-TZVPD RIJCOSX def2/J DEFGRID3
* xyz 1 1
N 0.293 -0.124 0.183
P 2.099 0.009 -0.063
Cl 2.434 0.140 -1.965
Cl 2.967 1.549 0.841
Cl 2.880 -1.649 0.766
H -0.026 -1.079 0.087
H -0.204 0.529 -0.399
*
```

Results
Kohn-Sham gap	0.4004	Ha
LUMO	-5.31	eV
energy relative to the best compared isomer or geometry (same formula, charge and spin)	0.439	eV
electronic energy	-1777.67310	hartree
SMILES	[NH2+]=P(Cl)(Cl)Cl

Calculated atomic charges, method Löwdin, unit e: atom 1 (N): -0.115, atom 2 (P): -0.290, atom 3 (Cl): 0.459, atom 4 (Cl): 0.433, atom 5 (Cl): 0.413, atom 6 (H): 0.052, atom 7 (H): 0.048

5.
One molecule with the formula C3H4NO3P. Source: the Open Molecules 2025 dataset; level of theory: ωB97M-V with the def2-TZVPD basis set.

Structure (ORCA input):
```
! wB97M-V def2-TZVPD RIJCOSX def2/J DEFGRID3
* xyz 0 1
C 1.628 -0.199 -0.160
N 0.210 -0.111 -0.122
C -0.518 -1.280 -0.075
O -0.184 -2.426 -0.206
O -1.972 -0.811 0.237
P -2.257 0.769 0.031
C -0.410 1.099 -0.189
O 0.130 2.149 -0.314
H 2.094 -0.512 0.802
H 1.770 -0.823 -0.953
H 1.963 0.897 -0.384
H -2.455 1.248 1.334
*
```

Results
Kohn-Sham gap	0.3706	Ha
LUMO	0.51	eV
energy relative to the best compared isomer or geometry (same formula, charge and spin)	0.603	eV
electronic energy	-738.54822	hartree
SMILES	Cn1c(=O)o[pH]c1=O

Results of the Löwdin charge analysis, in e, for atoms 1 through 8: atom 1 (C): -0.001, atom 2 (N): -0.076, atom 3 (C): -0.389, atom 4 (O): 0.166, atom 5 (O): -0.373, atom 6 (P): 0.960, atom 7 (C): -0.607, atom 8 (O): 0.058